C34H61Cl2N2O12P3S | ωB97M-V with the def2-TZVPD basis set

Properties
Electronic energy, eV: -127522.2065
Structure (SMILES): C[C@H](Cl)[C@H](Cl)c1ccc2c(c1)Nc1cccc(CN)c1S2.CCOP(=O)(OCC)OCC.CCOP(=O)(OCC)OCC.CCOP(=O)(OCC)OCC
HOMO energy, eV: -7.59
Frontier orbital gap, eV: 5.706
Lowest unoccupied orbital energy, eV: -1.884

The geometry in XYZ format:
```
115
C34H61Cl2N2O12P3S, DFT ωB97M-V with the def2-TZVPD basis set
C 5.36 -4.94 -0.07
C 3.96 -5.71 -0.54
Cl 3.17 -4.51 -1.78
C 3.06 -5.88 0.83
Cl 3.92 -6.77 2.21
C 1.58 -6.59 0.57
C 1.04 -7.08 -0.90
C -0.46 -7.73 -1.03
C -1.37 -7.88 0.33
C -0.87 -7.46 1.86
C 0.65 -6.80 1.94
N -1.76 -7.66 3.08
C -3.16 -7.12 2.88
C -3.85 -6.17 4.05
C -5.37 -5.54 3.83
C -6.24 -5.84 2.44
C -5.56 -6.84 1.29
C -6.34 -7.20 -0.13
N -6.78 -5.86 -0.75
C -4.06 -7.46 1.51
S -3.15 -8.58 0.26
H 5.96 -4.49 -0.99
H 4.99 -4.05 0.63
H 6.02 -5.63 0.61
H 4.15 -6.76 -1.02
H 2.85 -4.77 1.22
H 1.69 -6.97 -1.88
H -0.93 -8.08 -2.04
H 1.04 -6.45 3.00
H -1.27 -7.25 3.91
H -3.27 -5.93 5.07
H -5.84 -4.85 4.69
H -7.30 -5.36 2.28
H -7.24 -7.93 0.06
H -5.63 -7.68 -0.94
H -5.99 -5.16 -0.68
H -7.59 -5.46 -0.22
C 5.18 3.96 -4.03
C 4.88 3.12 -2.80
O 4.21 1.92 -3.14
P 5.07 0.75 -3.94
O 5.83 0.26 -2.68
O 3.90 -0.44 -3.88
C 4.17 -1.67 -3.22
C 3.77 -1.62 -1.75
O 4.22 1.29 -5.34
C 5.00 1.32 -6.53
C 5.64 -0.02 -6.84
H 5.97 3.49 -4.62
H 5.52 4.96 -3.75
H 4.30 4.05 -4.67
H 5.80 2.90 -2.25
H 4.22 3.68 -2.14
H 5.23 -1.95 -3.34
H 3.60 -2.46 -3.72
H 4.11 -0.70 -1.26
H 4.18 -2.47 -1.21
H 2.68 -1.63 -1.66
H 5.76 2.09 -6.43
H 4.34 1.61 -7.35
H 6.35 -0.31 -6.06
H 6.19 0.03 -7.79
H 4.88 -0.81 -6.91
C -7.24 0.97 4.18
C -7.31 -0.54 4.32
O -8.64 -1.02 4.24
P -9.41 -0.96 2.78
O -8.67 -2.18 2.19
O -10.78 -1.80 3.22
C -11.11 -3.01 2.55
C -10.50 -4.21 3.26
O -10.23 0.42 3.44
C -10.44 1.48 2.52
C -11.17 1.03 1.27
H -7.46 1.26 3.15
H -6.25 1.34 4.43
H -7.98 1.45 4.83
H -6.69 -1.03 3.56
H -6.92 -0.83 5.30
H -10.81 -2.96 1.50
H -12.20 -3.11 2.56
H -9.45 -4.06 3.52
H -10.57 -5.10 2.63
H -11.02 -4.40 4.20
H -9.47 1.92 2.26
H -11.02 2.25 3.03
H -10.59 0.30 0.70
H -11.36 1.89 0.61
H -12.13 0.56 1.52
C 7.63 6.56 1.35
C 6.25 6.59 0.72
O 5.76 7.91 0.59
P 6.47 8.90 -0.52
O 5.76 8.26 -1.74
O 5.41 10.18 -0.39
C 4.66 10.60 -1.52
C 3.32 9.88 -1.60
O 7.26 9.62 0.83
C 8.62 9.98 0.61
C 8.79 10.90 -0.59
H 8.38 6.94 0.64
H 7.92 5.54 1.62
H 7.67 7.19 2.24
H 6.25 6.09 -0.26
H 5.55 6.05 1.36
H 5.24 10.48 -2.44
H 4.48 11.68 -1.41
H 3.42 8.80 -1.44
H 2.85 10.05 -2.57
H 2.65 10.25 -0.81
H 9.21 9.07 0.47
H 8.98 10.48 1.51
H 8.48 10.41 -1.52
H 9.84 11.20 -0.70
H 8.17 11.80 -0.48
```

---

C34H61N4O16V | ωB97M-V with the def2-TZVPD basis set

Properties
Electronic energy, eV: -100653.4254
Energy above the lowest of the compared OMol25 structures with the same formula, charge and spin, kcal/mol: 56.4
Spin multiplicity: 4
Net charge: +1
⟨S²⟩: 3.76
HOMO energy (spin up / spin down), eV: -10.51 / -10.51
Frontier orbital gap (spin up / spin down), eV: 6.894 / 6.849
Lowest unoccupied orbital energy (spin up / spin down), eV: -3.621 / -3.666

The geometry in XYZ format:
```
116
C34H61N4O16V, DFT ωB97M-V with the def2-TZVPD basis set
V -12.05 -4.32 7.63
C -12.98 -3.09 11.55
C -12.56 -3.58 10.19
O -12.69 -4.79 9.87
O -12.19 -2.79 9.27
H -12.79 -2.03 11.67
H -12.57 -3.62 12.41
H -14.06 -3.22 11.61
C -18.57 -1.09 7.76
C -17.27 -0.54 8.24
O -16.88 0.56 7.83
N -16.59 -1.29 9.12
C -15.36 -0.94 9.78
H -19.37 -0.62 8.34
H -18.63 -2.18 7.84
H -18.78 -0.90 6.71
H -17.02 -2.16 9.42
H -15.43 -0.55 10.80
H -14.89 -0.13 9.21
H -14.72 -1.82 9.79
C -17.05 -2.16 12.88
C -17.76 -2.02 14.21
O -18.84 -1.46 14.29
N -17.15 -2.47 15.34
C -15.94 -3.27 15.38
H -16.57 -3.11 12.66
H -16.23 -1.43 12.88
H -17.77 -1.96 12.09
H -17.67 -2.25 16.17
H -15.10 -2.82 14.85
H -16.13 -4.17 14.79
H -15.64 -3.58 16.37
C -7.27 -8.71 10.90
C -8.35 -7.86 11.57
O -8.80 -8.25 12.64
N -8.84 -6.80 10.92
C -9.86 -5.85 11.34
H -7.74 -9.56 10.42
H -6.58 -9.00 11.68
H -6.76 -8.11 10.14
H -8.54 -6.66 9.97
H -10.72 -6.41 11.74
H -10.26 -5.37 10.45
H -9.47 -5.20 12.12
C -15.90 -5.70 10.16
C -17.19 -5.05 9.73
O -17.38 -3.85 9.84
N -18.15 -5.87 9.22
C -18.17 -7.33 9.32
H -15.32 -4.88 10.57
H -15.34 -6.06 9.29
H -16.03 -6.52 10.86
H -19.03 -5.43 9.01
H -19.22 -7.59 9.19
H -17.89 -7.67 10.32
H -17.52 -7.78 8.57
O -11.75 -6.49 7.95
C -11.71 -7.53 8.59
O -10.93 -8.51 8.25
C -11.10 -9.62 9.17
C -11.76 -9.01 10.41
C -12.57 -7.87 9.76
H -10.20 -10.17 9.42
H -11.83 -10.31 8.74
H -11.03 -8.61 11.12
H -12.44 -9.66 10.94
H -12.82 -7.01 10.38
H -13.49 -8.29 9.34
O -12.13 -2.46 6.54
C -11.82 -1.33 6.22
O -10.53 -1.02 6.28
C -10.31 0.36 5.91
C -11.49 0.68 5.01
C -12.61 -0.22 5.60
H -9.40 0.44 5.32
H -10.29 1.00 6.78
H -11.37 0.44 3.96
H -11.79 1.72 5.09
H -13.32 -0.48 4.82
H -13.19 0.31 6.35
O -13.12 1.59 8.46
C -12.13 1.45 9.13
O -10.96 2.01 8.88
C -9.92 1.55 9.78
C -10.55 0.32 10.45
C -12.04 0.54 10.35
H -9.82 2.38 10.48
H -8.99 1.32 9.28
H -10.14 0.28 11.46
H -10.23 -0.56 9.89
H -12.44 1.12 11.20
H -12.65 -0.35 10.30
O -11.48 -4.23 15.62
C -11.24 -3.29 14.93
O -10.50 -3.38 13.79
C -10.12 -2.08 13.33
C -10.48 -1.08 14.46
C -11.60 -1.83 15.15
H -10.75 -1.78 12.48
H -9.07 -2.16 13.05
H -10.83 -0.12 14.09
H -9.64 -0.88 15.13
H -12.59 -1.67 14.70
H -11.73 -1.74 16.22
O -15.60 -8.27 12.60
C -14.62 -7.82 13.12
O -14.09 -6.65 12.73
C -13.02 -6.24 13.62
C -12.54 -7.55 14.27
C -13.78 -8.45 14.23
H -13.46 -5.53 14.32
H -12.24 -5.79 13.01
H -12.12 -7.32 15.25
H -11.72 -7.93 13.66
H -14.37 -8.40 15.14
H -13.48 -9.45 13.95
```

---

C34H61NO7 | ωB97M-V with the def2-TZVPD basis set

Properties
Electronic energy, eV: -52062.4377
Structure (SMILES): C#CCCCc1cccc2c1C(=O)N(CCCCOC)C2=O.CCOCC.CCOCC.CCOCC.CCOCC
HOMO energy, eV: -9.24
Frontier orbital gap, eV: 8.713
Lowest unoccupied orbital energy, eV: -0.528

The geometry in XYZ format:
```
103
C34H61NO7, DFT ωB97M-V with the def2-TZVPD basis set
C 2.81 -3.42 -1.40
C 2.09 -2.45 -1.41
C 1.25 -1.13 -1.32
C -0.32 -1.37 -1.31
C -1.13 -0.02 -1.01
C -0.69 1.01 -2.13
C -1.34 1.13 -3.48
C -0.80 2.11 -4.48
C 0.37 3.01 -4.23
C 1.01 2.93 -2.89
C 0.48 1.97 -1.88
C 1.43 2.23 -0.63
O 1.42 1.78 0.53
N 2.48 3.21 -0.93
C 3.72 2.39 -0.68
C 5.01 2.88 -1.45
C 5.40 1.80 -2.56
C 6.76 1.04 -2.24
O 6.89 -0.25 -2.86
C 6.47 -0.25 -4.24
C 2.24 3.70 -2.27
O 2.79 4.56 -2.92
H 3.72 -4.07 -1.35
H 1.50 -0.56 -2.27
H 1.63 -0.51 -0.46
H -0.60 -1.64 -2.37
H -0.57 -2.19 -0.57
H -0.78 0.42 -0.02
H -2.25 -0.19 -0.99
H -2.22 0.47 -3.70
H -1.34 2.11 -5.47
H 0.77 3.71 -5.00
H 3.53 1.28 -0.85
H 3.94 2.48 0.43
H 5.86 2.89 -0.69
H 4.96 3.93 -1.85
H 4.60 1.01 -2.69
H 5.48 2.32 -3.56
H 7.62 1.70 -2.60
H 6.92 0.87 -1.13
H 6.76 0.71 -4.78
H 6.97 -1.12 -4.75
H 5.35 -0.43 -4.28
C 3.65 -9.58 -1.39
C 3.44 -8.46 -2.40
O 3.88 -7.19 -1.95
C 5.26 -7.08 -1.64
C 6.18 -7.39 -2.81
H 3.15 -9.34 -0.45
H 3.26 -10.52 -1.77
H 4.71 -9.72 -1.16
H 2.37 -8.37 -2.59
H 3.90 -8.71 -3.36
H 5.50 -7.71 -0.78
H 5.43 -6.05 -1.32
H 6.06 -8.41 -3.17
H 7.22 -7.25 -2.52
H 5.96 -6.72 -3.65
C -4.63 4.17 0.59
C -4.35 2.90 1.38
O -3.09 2.33 1.09
C -1.95 3.13 1.35
C -1.84 3.55 2.81
H -4.57 3.97 -0.49
H -5.63 4.55 0.82
H -3.92 4.96 0.82
H -5.10 2.15 1.12
H -4.45 3.08 2.45
H -1.94 4.00 0.69
H -1.08 2.52 1.08
H -2.69 4.17 3.12
H -0.93 4.14 2.97
H -1.82 2.68 3.46
C -5.03 -1.63 0.93
C -5.29 -1.50 -0.56
O -4.42 -2.30 -1.36
C -4.48 -3.70 -1.14
C -5.85 -4.30 -1.39
H -4.00 -1.37 1.17
H -5.70 -0.97 1.49
H -5.20 -2.65 1.29
H -5.11 -0.46 -0.86
H -6.33 -1.72 -0.80
H -4.12 -3.94 -0.13
H -3.76 -4.15 -1.83
H -6.61 -3.89 -0.72
H -5.82 -5.38 -1.25
H -6.17 -4.09 -2.42
C -3.45 5.99 8.77
C -3.70 6.12 7.27
O -2.84 5.31 6.48
C -2.91 3.91 6.71
C -4.28 3.32 6.46
H -2.42 6.25 9.00
H -4.12 6.66 9.32
H -3.63 4.98 9.13
H -3.52 7.15 6.97
H -4.75 5.90 7.03
H -2.56 3.67 7.72
H -2.19 3.45 6.03
H -5.04 3.74 7.12
H -4.27 2.24 6.61
H -4.60 3.52 5.43
```

---

C34H62BrMnN3O2Sb2Si | ωB97M-V with the def2-TZVPD basis set

Properties
Electronic energy, eV: -167122.9510
Energy above the lowest of the compared OMol25 structures with the same formula, charge and spin, kcal/mol: 22.7
Spin multiplicity: 5
Net charge: +3
⟨S²⟩: 6.28
HOMO energy (spin up / spin down), eV: -14.96 / -15.06
Frontier orbital gap (spin up / spin down), eV: 5.085 / 6.960
Lowest unoccupied orbital energy (spin up / spin down), eV: -9.877 / -8.097

The geometry in XYZ format:
```
106
C34H62BrMnN3O2Sb2Si, DFT ωB97M-V with the def2-TZVPD basis set
Mn -0.49 0.69 1.84
C -1.07 2.67 5.41
Sb 0.11 2.54 3.62
C 2.02 2.14 4.50
C 0.28 4.67 3.04
C 1.70 5.09 3.07
C 2.23 5.57 4.27
C 3.56 5.91 4.39
C 4.41 5.76 3.30
C 3.89 5.31 2.09
C 2.54 4.99 1.95
C 2.03 4.63 0.60
Sb 1.69 2.46 0.35
C 1.66 2.35 -1.79
C 3.72 1.81 0.61
H -0.52 3.28 6.12
H -1.22 1.68 5.83
H -2.03 3.13 5.19
H 2.47 3.08 4.80
H 2.67 1.63 3.79
H 1.87 1.51 5.38
H -0.32 5.19 3.79
H -0.20 4.77 2.06
H 1.56 5.69 5.12
H 3.95 6.29 5.33
H 5.45 6.01 3.38
H 4.54 5.24 1.23
H 2.75 4.85 -0.18
H 1.07 5.09 0.35
H 2.57 2.81 -2.17
H 0.79 2.88 -2.19
H 1.61 1.31 -2.09
H 4.33 2.41 -0.06
H 3.82 0.76 0.34
H 4.05 1.97 1.64
C 2.07 -3.50 -2.57
C 1.36 -3.25 -3.92
C 2.10 -2.10 -4.62
C 1.46 -4.52 -4.80
Si -0.49 -2.87 -3.68
Br -0.54 -0.32 -0.27
C -1.28 -1.44 -4.65
C -2.76 -1.25 -4.28
C -1.19 -1.82 -6.15
C -0.54 -0.11 -4.39
C -1.57 -4.11 -2.70
C -0.71 -4.97 -1.77
C -2.66 -3.42 -1.86
C -2.25 -5.02 -3.75
H 3.15 -3.49 -2.75
H 1.82 -4.47 -2.15
H 1.84 -2.72 -1.84
H 3.12 -2.42 -4.83
H 2.14 -1.21 -3.98
H 1.65 -1.82 -5.58
H 2.51 -4.78 -4.92
H 1.04 -4.35 -5.80
H 0.96 -5.38 -4.35
H -3.35 -2.15 -4.45
H -3.17 -0.46 -4.91
H -2.87 -0.93 -3.24
H -1.78 -2.71 -6.38
H -0.17 -1.99 -6.48
H -1.60 -0.99 -6.73
H -0.52 0.13 -3.32
H -1.09 0.68 -4.90
H 0.47 -0.11 -4.78
H -0.21 -4.36 -1.01
H 0.02 -5.56 -2.31
H -1.37 -5.68 -1.25
H -2.23 -2.67 -1.18
H -3.15 -4.18 -1.26
H -3.42 -2.94 -2.46
H -1.52 -5.57 -4.35
H -2.90 -4.46 -4.43
H -2.86 -5.75 -3.23
N -7.40 1.99 1.25
C -6.36 2.18 0.42
O -6.44 2.52 -0.74
C -4.98 1.93 0.98
C -3.94 2.72 0.48
C -2.65 2.44 0.84
N -2.33 1.41 1.65
C -3.33 0.67 2.15
C -4.65 0.89 1.85
H -8.33 2.19 0.89
H -7.32 1.77 2.22
H -4.17 3.52 -0.20
H -1.81 3.02 0.45
H -3.04 -0.14 2.82
H -5.41 0.24 2.26
C 0.53 -1.94 4.83
N 1.44 -2.30 3.73
C 2.26 -3.50 3.85
C 1.50 -1.52 2.67
C 2.42 -1.87 1.55
O 0.79 -0.47 2.62
H 0.73 -2.57 5.68
H -0.50 -2.08 4.51
H 0.67 -0.90 5.11
H 1.93 -4.08 4.71
H 3.31 -3.26 4.00
H 2.17 -4.13 2.97
H 3.46 -1.88 1.89
H 2.30 -1.14 0.75
H 2.19 -2.86 1.16
```